Entry 1:
ORCA calculation (ωB97M-V/def2-TZVPD) on a molecular structure, C8H10N2O2PPdS4.

Properties
⟨S²⟩	0.860
charge	-2
spin multiplicity	2
gap between HOMO and LUMO (spin up / spin down)	6.00 / 6.28	eV
HOMO level (spin up / spin down)	-1.25 / -1.51	eV

Structure (XYZ):
```
28
Properties=species:S:1:pos:R:3:forces:R:3
Pd -1.06166 -1.76429 -0.13366 0.067 -0.098 0.164
C 1.00028 4.71426 -0.18557 -0.046 -0.041 -0.009
C 0.77184 3.25138 -0.51623 0.032 0.011 -0.039
O -0.43249 2.83600 0.10346 0.016 0.002 0.087
P -0.73972 1.20516 0.34535 -0.028 0.175 0.053
S -1.72023 -2.96955 1.56237 0.068 0.104 -0.039
S -0.26441 0.31239 -1.41326 -0.004 -0.201 -0.054
O 0.60085 0.83440 1.28434 0.008 -0.011 0.011
C 0.35696 0.62596 2.66689 -0.009 0.003 0.007
C 0.37158 1.93688 3.43705 -0.007 -0.032 0.005
H 1.90644 5.08306 -0.67284 0.008 0.001 -0.005
H 1.10442 4.84502 0.89278 0.002 0.017 0.015
H 0.15350 5.31598 -0.52147 0.004 0.011 0.000
H 1.60953 2.64471 -0.15977 -0.016 -0.013 -0.003
H 0.69724 3.10234 -1.59757 0.009 -0.006 -0.003
H 1.14625 -0.04002 3.02364 -0.003 -0.002 -0.001
H -0.59430 0.10159 2.80719 0.005 0.006 -0.008
H 1.32342 2.45179 3.29006 0.007 0.016 -0.003
H 0.23079 1.75892 4.50720 -0.003 -0.004 -0.002
H -0.42721 2.58906 3.08134 -0.003 0.021 0.002
S 0.32739 -3.57577 -0.79460 -0.061 0.069 -0.122
C -0.87487 -3.97947 -1.95822 -0.028 -0.023 0.209
S -2.27432 -3.00607 -1.83949 -0.057 -0.032 -0.208
C -0.72752 -5.02046 -2.88149 -0.009 0.112 0.009
C -1.75134 -5.33613 -3.80993 -0.004 -0.001 -0.080
N -2.56040 -5.61747 -4.58594 -0.017 -0.020 0.006
C 0.44462 -5.81393 -2.93516 0.050 -0.077 0.026
N 1.38334 -6.48574 -2.99646 0.021 0.010 -0.018
```
Positions in Å, forces in eV/Å.

Calculated atomic charges, method natural (NBO), unit e: 0.5836 -0.6165 -0.0735 -0.8403 1.1205 -0.7236 -0.7613 -0.8395 -0.0682 -0.6342 0.1885 0.1979 0.1971 0.1801 0.1752 0.1714 0.1948 0.1928 0.1883 0.2126 -0.0210 -0.2351 -0.0756 -0.5218 0.3395 -0.4343 0.3367 -0.4340

Entry 2:
ORCA calculation (ωB97M-V/def2-TZVPD) on 2 unconnected molecules or ions with the total composition C12H29B2O6 at a distorted geometry.

Properties
charge	-1
spin multiplicity	1
gap between HOMO and LUMO	5.63	eV
HOMO level	-3.42	eV

Structure (XYZ):
```
49
Properties=species:S:1:pos:R:3:forces:R:3
C -6.38743 -4.43071 -3.85024 -0.112 -0.962 -0.586
O -5.73828 -3.90651 -2.61638 1.053 -0.227 -3.606
B -4.46411 -3.30536 -3.08354 -0.005 -1.378 -0.501
O -3.65169 -3.90952 -4.19834 -1.762 2.084 -0.149
B -3.88030 -1.90171 -2.44441 0.326 0.299 0.465
O -3.70827 -1.90438 -0.97724 3.174 -0.791 1.866
C -2.34990 -2.30584 -0.58269 -0.692 0.101 1.287
C -1.46476 -1.06201 0.10065 0.628 -0.865 0.193
C 0.07815 -1.69150 0.24762 -0.760 -0.257 -0.082
C -1.46274 0.30691 -0.80140 0.015 0.200 -0.039
C -1.10510 1.68179 0.04997 -0.379 0.215 -0.949
C -2.13695 1.93067 1.33595 0.702 0.872 -0.848
C 0.48187 1.83005 0.44692 -0.423 0.766 -0.027
H -7.52979 -4.69434 -3.69799 2.338 0.647 0.101
H -5.81830 -5.40858 -4.18478 -1.264 1.888 0.524
H -6.32286 -3.67186 -4.75265 -0.116 -1.384 1.845
H -3.33227 -3.08902 -4.71660 -0.387 -1.959 1.674
H -2.81405 -1.61756 -2.91223 0.725 0.212 -0.814
H -4.62714 -1.02868 -2.70307 -0.937 0.996 -0.488
H -1.71401 -2.80679 -1.43275 -1.295 1.146 1.274
H -2.44016 -3.12916 0.27701 0.214 1.583 -1.589
H -1.81801 -0.88741 1.22560 0.383 -0.121 -2.551
H 0.84521 -0.92508 0.68657 -1.393 -1.419 -1.083
H 0.34550 -2.08773 -0.82932 -0.080 0.936 2.170
H 0.08398 -2.62608 0.97657 -0.180 1.865 -1.498
H -0.67585 0.13870 -1.68072 -1.540 0.513 1.871
H -2.49419 0.53279 -1.34526 2.010 -0.972 1.350
H -1.34045 2.58102 -0.69871 0.460 -1.959 1.503
H -3.23089 1.60163 1.04035 2.322 0.487 0.769
H -2.14132 3.11283 1.50092 -0.076 -2.545 -0.116
H -1.72960 1.42557 2.31170 -1.003 0.804 -1.893
H 1.19219 1.08928 -0.14208 -1.634 1.438 1.432
H 0.82544 2.92184 0.15457 -0.578 -2.148 0.724
H 0.55756 1.73791 1.61253 0.282 -0.067 -2.219
C 5.17801 0.85477 4.20436 0.030 0.315 0.145
C 5.21135 0.56181 2.71511 0.190 -0.449 0.437
O 4.61033 1.63364 1.97706 0.608 0.915 -0.485
C 5.40091 2.71372 1.76190 0.262 -0.113 0.346
O 6.55895 2.84269 2.13013 -1.533 -0.143 -0.566
O 4.67630 3.63816 1.08360 0.516 -0.816 0.436
C 5.37258 4.85986 0.84838 0.190 0.436 -0.133
H 4.15860 1.08843 4.52905 0.089 -0.186 -0.096
H 5.54523 -0.00210 4.77616 -0.057 0.062 -0.093
H 5.79623 1.72388 4.44990 0.020 -0.171 -0.094
H 4.62112 -0.33720 2.50773 -0.078 0.373 -0.182
H 6.23104 0.36624 2.36411 -0.166 0.263 0.021
H 6.34009 4.68044 0.36859 -0.134 -0.019 0.244
H 5.50254 5.40171 1.79047 0.143 -0.125 -0.146
H 4.76524 5.47284 0.17691 -0.099 -0.343 0.155
```
Positions in Å, forces in eV/Å.

Calculated atomic charges, method natural (NBO), unit e: -0.2837 -0.7493 0.9970 -0.9805 -0.2864 -0.7252 -0.0453 -0.2326 -0.6484 -0.4275 -0.2020 -0.6428 -0.6443 0.1692 0.1789 0.1694 0.4901 -0.1079 -0.0590 0.1706 0.1477 0.1910 0.2026 0.2081 0.2009 0.2027 0.2542 0.1880 0.2364 0.1962 0.2038 0.2222 0.2018 0.2024 -0.6382 -0.0716 -0.4895 0.9854 -0.6525 -0.4913 -0.2561 0.2155 0.2138 0.2195 0.1971 0.1927 0.1946 0.1857 0.1966

Entry 3:
ORCA calculation (ωB97M-V/def2-TZVPD) on a single C9H11ClO molecule at a distorted geometry.

Properties
SMILES	CC[C@H](O)c1cccc(Cl)c1
charge	0
spin multiplicity	1
gap between HOMO and LUMO	9.87	eV
HOMO level	-9.18	eV

Structure (XYZ):
```
22
Properties=species:S:1:pos:R:3:forces:R:3
C -2.02683 0.57574 1.38218 -0.558 0.134 -6.551
C -1.79150 -0.81092 0.77613 2.133 -1.723 2.472
C -1.10104 -0.85051 -0.62137 0.414 2.837 3.248
O -1.07972 -2.17156 -1.03957 -0.263 0.375 -1.551
C 0.26168 -0.13158 -0.47143 0.867 -1.708 -0.772
C 0.42585 1.23889 -0.80163 -0.178 -2.386 2.240
C 1.64779 1.83901 -0.49819 -0.169 -0.387 -2.151
C 2.78757 1.06042 -0.21910 -2.450 -0.367 0.153
C 2.59094 -0.31175 -0.02656 0.876 -0.044 0.687
Cl 4.02449 -1.22995 0.45409 -0.378 0.082 -0.213
C 1.37013 -0.95258 -0.08741 -1.318 -0.333 -0.537
H -2.86669 0.86129 0.53512 1.874 0.573 2.066
H -1.09092 1.12572 1.14285 -0.975 0.320 0.979
H -2.51803 0.71709 2.27686 -0.431 -0.120 2.143
H -2.72451 -1.31205 0.69264 -0.807 -0.690 -0.143
H -1.13733 -1.44435 1.50475 -0.966 0.776 -1.229
H -1.65678 -0.06389 -1.12141 -0.779 -0.688 -1.406
H -1.18955 -2.11683 -2.00650 0.223 -0.540 0.469
H -0.49685 1.77865 -0.98239 0.323 0.348 -0.479
H 1.60696 2.83718 -0.91515 1.069 0.550 0.840
H 3.74305 1.45712 -0.05148 1.084 0.619 -0.010
H 1.22129 -2.09514 0.07757 0.408 2.372 -0.255
```
Positions in Å, forces in eV/Å.

Calculated atomic charges, method natural (NBO), unit e: -0.6030 -0.3914 0.0576 -0.6878 0.0036 -0.2473 -0.1946 -0.2471 0.0076 -0.0273 -0.2615 0.1744 0.2196 0.2236 0.2061 0.1897 0.1668 0.4800 0.2175 0.2216 0.2312 0.2605

Entry 4:
ORCA calculation (ωB97M-V/def2-TZVPD) on a single C2H4FP molecule at a distorted geometry.

Properties
SMILES	[H]/P=C(/C)F
charge	0
spin multiplicity	1
gap between HOMO and LUMO	9.50	eV
HOMO level	-9.05	eV

Structure (XYZ):
```
8
Properties=species:S:1:pos:R:3:forces:R:3
H -2.72550 -0.69034 -0.36630 -1.218 -0.981 -0.044
P -2.13095 0.48026 -0.01140 1.362 0.637 0.007
C -0.69308 -0.41726 0.02328 -0.276 0.159 0.214
C 0.70501 0.07486 -0.01708 -2.899 4.541 1.567
F -0.77456 -1.75573 0.03284 0.280 -0.492 -0.266
H 0.98549 0.28521 -0.99169 0.558 0.205 -2.104
H 1.46574 -0.39261 0.46265 1.830 -2.016 1.617
H 0.62013 1.15641 0.47674 0.364 -2.054 -0.992
```
Positions in Å, forces in eV/Å.

Calculated atomic charges, method natural (NBO), unit e: -0.0308 0.2539 0.1209 -0.6938 -0.3449 0.2371 0.2287 0.2290

Entry 5:
ORCA calculation (ωB97M-V/def2-TZVPD) on a molecular structure, H16NaO9 at a distorted geometry.

Properties
charge	-1
spin multiplicity	1
gap between HOMO and LUMO	4.21	eV
HOMO level	-3.47	eV

Structure (XYZ):
```
26
Properties=species:S:1:pos:R:3:forces:R:3
Na 0.26860 0.21462 2.67651 -0.609 0.160 -0.889
O -0.32744 0.15764 0.41798 -0.278 0.334 0.628
H -0.83878 0.37472 -0.38572 0.772 -0.479 0.300
O -0.45967 -0.10579 -3.56126 -0.437 0.220 1.009
H -1.22583 0.29440 -3.10589 0.273 0.119 -0.643
O 3.15764 -0.63542 -0.23678 0.831 -0.562 0.807
H 2.25558 -0.34245 -0.36588 -0.578 0.261 -0.909
H 3.48313 -0.09883 0.48598 0.216 0.161 0.056
O -1.80995 -1.17699 2.19968 -0.423 -0.131 1.463
H -1.32100 -0.86048 1.44008 0.433 0.709 -1.510
H -2.37508 -1.86642 1.85105 -0.017 -0.267 0.054
O 0.86860 -2.56790 1.11995 0.049 -0.482 0.549
H 0.45595 -1.77725 0.77234 -0.256 0.507 -0.866
H 1.30495 -2.27844 1.92122 0.335 -0.160 0.116
O 1.38466 0.88958 -1.63063 1.372 0.951 0.937
H 0.75386 0.46984 -2.21556 -1.188 -0.740 -1.703
H 0.90398 1.02018 -0.81325 -0.244 -0.188 -0.234
O -2.26768 2.17275 0.24356 -0.618 0.788 -0.077
H -3.04644 1.82142 0.67524 -0.181 -0.110 0.029
H -1.62810 1.46189 0.28670 0.371 -0.204 0.517
O -0.90630 -1.81545 -1.58492 -0.718 -1.624 1.767
H -0.92759 -1.16208 -0.88572 0.231 -0.268 -0.010
H -0.83886 -1.30280 -2.39045 0.657 1.071 -1.920
O 0.78671 2.63838 1.14804 0.266 0.398 1.227
H 1.73450 2.63920 1.28191 0.360 0.243 -0.246
H 0.61456 1.83568 0.65583 -0.619 -0.708 -0.453
```
Positions in Å, forces in eV/Å.

Calculated atomic charges, method natural (NBO), unit e: 0.9707 -1.3344 0.4598 -1.2799 0.3890 -0.9406 0.4968 0.4285 -1.0254 0.4987 0.4888 -0.9195 0.4917 0.4240 -0.9974 0.5221 0.4368 -0.9530 0.4548 0.4734 -1.0131 0.4360 0.5072 -0.9592 0.4547 0.4894

Entry 6:
ORCA calculation (ωB97M-V/def2-TZVPD) on 5 unconnected molecules or ions with the total composition C30H42Cl2NO15 at a distorted geometry.

Properties
charge	+1
spin multiplicity	1
gap between HOMO and LUMO	6.70	eV
HOMO level	-12.28	eV

Structure (XYZ):
```
90
Properties=species:S:1:pos:R:3:forces:R:3
C -2.76039 2.17143 1.77185 -0.280 0.351 -0.321
C -2.09575 1.03891 2.78895 -0.443 1.013 -0.464
C -1.30888 1.83695 4.01233 -1.092 -0.453 0.043
C -0.62372 0.83468 5.12048 -0.361 0.498 0.336
C 0.70507 0.03015 4.59139 -1.114 -0.509 -0.225
C 2.01784 1.02674 4.31727 -1.489 -0.321 -0.891
C 2.43274 0.75453 2.73053 1.135 -0.650 -2.636
C 2.28434 1.86318 1.52418 0.866 -3.164 1.349
N 2.63395 1.57587 0.04881 0.286 -2.266 3.156
C 2.38445 2.71320 -0.91821 1.436 2.424 -2.990
Cl 0.59653 3.27932 -1.09851 2.876 -1.282 0.647
C 3.40201 3.41591 -1.74578 -1.407 -2.255 2.343
C 4.99024 3.02159 -1.64726 -0.023 0.716 -1.195
Cl 2.92400 4.79022 -2.95047 0.857 -2.747 2.421
C 3.15059 0.19593 -0.29636 -0.150 -0.959 1.455
C 3.51174 -0.19908 -1.88096 -0.086 -0.645 -0.271
O 2.41700 0.11072 -2.81380 1.049 -0.972 2.318
C 1.26685 -0.79190 -2.64955 -1.971 0.058 -0.545
C -0.04593 0.02975 -3.27889 0.577 -0.353 0.389
C 3.36689 -1.04308 0.78978 -1.746 3.901 1.930
C 2.99693 -0.75964 2.36392 -0.345 1.766 -4.057
C 3.21096 -1.96901 3.45856 2.996 0.456 5.146
O 3.98815 -1.69256 4.52194 -5.475 -1.874 -7.051
O 2.58800 -3.29851 3.36306 1.670 4.034 -1.479
H -2.11472 3.16804 1.77393 -1.248 -2.107 -0.030
H -3.85849 2.48264 2.08206 2.519 -0.771 -0.478
H -2.83277 1.78841 0.65376 0.306 0.656 2.346
H -2.99908 0.38103 3.18750 2.179 1.240 -0.650
H -1.36577 0.38734 2.14409 -1.283 1.059 1.407
H -0.57066 2.61182 3.53490 -1.205 -1.493 0.946
H -2.15281 2.46212 4.56961 1.878 -1.206 -1.152
H -0.34820 1.45114 6.09952 -0.443 -1.227 -2.090
H -1.48528 0.08552 5.46598 2.075 1.382 -0.861
H 0.38466 -0.51314 3.58024 0.787 1.165 2.105
H 0.92673 -0.81870 5.36574 -0.075 1.695 -1.468
H 2.86964 0.75659 5.07525 -1.471 0.648 -1.836
H 1.59731 2.12584 4.46754 1.305 -2.227 -0.481
H 1.87933 2.93640 1.85481 1.002 -2.577 -1.292
H 5.27155 2.33007 -0.74460 -0.868 1.508 -1.612
H 5.62682 4.02916 -1.63277 -1.491 -2.264 0.146
H 5.30880 2.46067 -2.64950 -0.836 1.242 2.100
H 3.71073 -1.37200 -1.95250 -0.408 2.421 0.669
H 4.53479 0.30708 -2.21609 -2.510 -0.735 0.713
H 0.97853 -1.03516 -1.54182 0.938 0.586 -1.752
H 1.45466 -1.82327 -3.19094 -0.219 2.127 0.893
H -0.47378 0.75957 -2.44438 1.037 -1.502 -1.915
H -0.87328 -0.75530 -3.54069 1.600 1.636 0.365
H 0.29391 0.64647 -4.24067 -0.821 -1.457 2.176
H 3.75241 -2.10940 0.41662 -0.906 2.817 0.753
H 2.31978 -3.48018 2.41304 0.230 0.483 1.445
C -1.55749 -3.02322 -6.09966 1.035 -0.344 -0.286
C -2.76378 -3.38928 -6.90207 0.162 -0.635 -0.839
O -3.83621 -3.11701 -6.02009 0.185 0.858 1.119
C -3.38585 -2.19407 -5.12065 -1.838 1.011 1.434
O -4.09634 -1.60774 -4.32120 1.681 -1.241 -1.673
O -2.03761 -2.01235 -5.23330 -0.859 0.180 0.285
H -0.74217 -2.64497 -6.72242 -0.134 0.067 0.209
H -1.18686 -3.85879 -5.49672 -0.047 0.044 -0.030
H -2.87514 -2.76777 -7.79684 0.026 -0.134 0.119
H -2.76279 -4.44185 -7.19831 -0.098 0.507 0.288
C -6.10946 -5.62248 -10.20752 -1.000 0.105 -0.685
C -5.84134 -6.75395 -9.26896 -0.833 -0.842 0.313
O -4.44195 -6.68746 -9.07045 0.679 1.014 -0.167
C -4.06364 -5.40341 -9.33833 1.730 0.644 0.165
O -2.95573 -4.94917 -9.10621 -2.326 -1.210 -0.983
O -5.08674 -4.69429 -9.89859 1.077 -0.303 0.592
H -7.09631 -5.17779 -10.05252 0.273 0.087 -0.028
H -6.01307 -5.91817 -11.25745 0.014 0.030 0.104
H -6.34210 -6.62414 -8.30373 0.059 0.004 -0.090
H -6.12781 -7.72126 -9.69074 0.227 0.117 0.132
C 5.92602 1.41289 3.80858 -0.716 0.262 -0.485
C 6.19414 0.28142 4.74713 -0.532 -1.007 0.229
O 7.59353 0.34791 4.94564 0.375 0.921 -0.274
C 7.97184 1.63196 4.67777 2.843 0.900 0.731
O 9.07975 2.08620 4.90988 -2.751 -1.066 -0.623
O 6.94874 2.34108 4.11751 0.485 -0.228 0.281
H 4.93918 1.85758 3.96358 0.217 0.122 -0.022
H 6.02241 1.11720 2.75864 0.008 -0.017 0.006
H 5.69338 0.41123 5.71237 0.011 -0.028 -0.082
H 5.90767 -0.68590 4.32536 0.302 0.259 0.256
C -5.22966 4.80795 6.72675 -0.076 0.882 0.803
C -5.44473 3.35321 6.99218 -0.148 -0.490 1.047
O -5.71310 2.82421 5.70756 0.322 0.509 -0.905
C -5.15234 3.67783 4.80172 0.123 -0.422 -2.253
O -5.04536 3.44381 3.60947 -0.282 0.562 2.710
O -4.72632 4.82633 5.40415 -0.105 -0.857 -0.692
H -4.51318 5.25635 7.42045 -0.052 0.001 -0.272
H -6.16215 5.38116 6.75806 0.086 -0.068 -0.014
H -4.55133 2.86534 7.39607 -0.062 0.043 -0.037
H -6.28454 3.17341 7.66897 0.101 -0.100 -0.243
```
Positions in Å, forces in eV/Å.

Calculated atomic charges, method Mulliken, unit e: -0.7624 -0.2036 -0.1137 -0.8181 -0.4315 -0.5870 0.1119 -0.4197 0.6339 -0.0215 -0.0924 0.1779 -0.8437 -0.1291 0.6587 -0.6870 -0.2872 -0.1455 -0.6451 -0.8516 0.6526 0.1085 -0.4660 -0.4178 0.2010 0.1999 0.2676 0.2286 0.1527 0.1672 -0.0535 0.2877 0.3587 0.1893 0.3503 0.2090 0.5300 0.3869 0.1822 0.3664 0.2721 0.3511 0.1897 0.1900 0.2840 0.1062 0.2302 0.2577 0.3074 0.3740 -0.3404 -0.1784 -0.3081 0.5622 -0.5680 -0.1893 0.3073 0.2730 0.2182 0.2189 -0.3062 -0.3236 -0.2942 0.7045 -0.6277 -0.2928 0.2944 0.2799 0.2624 0.2888 0.2301 -0.1576 -0.3417 0.5585 -0.5320 -0.3532 0.0797 0.0938 0.2167 0.2515 -0.2996 -0.3235 -0.3033 0.6627 -0.5699 -0.3141 0.2905 0.2738 0.2474 0.3020